1.
This record from the OMol25 dataset describes a structure of composition C28H23F3N4O2RhS. The level of theory is ωB97M-V/def2-TZVPD.

Geometry as ORCA input:
```
! wB97M-V def2-TZVPD RIJCOSX def2/J DEFGRID3
* xyz 1 1
C -5.2704 0.6099 -0.9798
C 2.2179 -5.8969 -0.8961
H -1.1401 -3.9978 -0.8636
C 0.6169 -3.1496 2.6499
H 4.2891 4.4782 0.1188
H -1.6556 -1.9454 1.3103
H 2.6650 -3.6575 2.0297
H -0.9161 2.9144 -1.9257
O 3.0400 0.7589 -0.4817
C 0.6091 3.9927 -0.8424
H -3.4269 -0.7389 -2.4537
C -0.2001 -4.5370 -0.8645
N 0.1380 -1.7878 2.3720
C 1.1479 -0.9870 2.1040
H 3.1615 -6.4256 -0.9189
F -5.7070 -0.6519 -0.8764
C 2.3704 5.4444 -0.0225
C 1.0242 -6.6042 -0.9450
F -5.8730 1.3375 -0.0362
H -3.7255 2.0803 0.7695
H 3.1335 -3.9541 -0.7914
C -1.1655 6.1553 -0.9262
C 2.7174 3.1297 -0.4257
C 3.6411 1.9220 -0.4429
C -2.9818 -0.1043 -1.6999
N 1.4540 2.9140 -0.7201
C -0.1849 -5.9211 -0.9349
C -3.1501 1.4649 0.0935
Rh 1.0703 0.7752 -0.5407
C 0.9956 -3.8188 -0.8039
H 0.3955 7.3004 -0.0395
H -1.1167 -6.4684 -0.9888
C -3.7611 0.6604 -0.8474
H 2.7120 6.4286 0.2742
H 1.0359 -7.6847 -0.9941
H -1.8732 6.9726 -0.9335
C 0.0864 6.3355 -0.4213
H -2.4892 4.7883 -1.9612
O 4.8338 2.0859 -0.4373
C 3.2325 4.3961 -0.0896
H -0.9578 -0.6420 -2.1947
C -0.6610 3.8501 -1.4482
H 0.3027 -3.8168 1.8471
H 0.1974 -3.5068 3.5894
C -1.6081 -0.0483 -1.5680
C 1.0174 5.2665 -0.4067
C 2.1482 -2.9800 2.7061
H -1.4180 -0.4284 2.2124
H 3.1816 -1.1299 2.0856
C 2.2064 -4.5123 -0.8264
N -1.0084 0.7276 -0.6529
H 2.5418 -3.1100 3.7132
S 1.0613 0.7265 1.7096
C -1.2705 -1.5035 2.2331
C 1.0154 -1.1711 -0.6384
N 2.3064 -1.5895 2.2778
C -1.5247 4.9050 -1.4840
F -5.6484 1.0784 -2.1750
H -1.2466 2.1004 0.8640
H -1.8073 -1.9238 3.0825
C 0.9887 -2.3802 -0.6971
C -1.7670 1.4742 0.1540
*
```

- Energy relative to the best compared isomer or geometry (same formula, charge and spin): 29.4 kJ/mol
- M: 639.5 g/mol

***

2.
This record from the OMol25 dataset describes a structure of composition C4H10NS at a distorted geometry. The level of theory is ωB97M-V/def2-TZVPD.

Geometry as ORCA input:
```
! wB97M-V def2-TZVPD RIJCOSX def2/J DEFGRID3
* xyz 1 1
H -1.4729 1.6640 0.2925
C -1.4921 0.5817 0.1994
H -0.4065 -1.8629 0.8128
C 0.5778 0.5390 -1.2870
H -1.9479 0.1727 1.0964
S 2.4913 -0.0040 0.0186
C -0.0777 0.0726 -0.0026
N -0.0617 -1.4416 -0.0583
H 0.6840 1.6011 -1.4230
H 0.9949 1.5144 1.2243
H 0.9610 -0.0997 1.9712
H 0.5224 -0.0571 -2.1794
H -2.1144 0.3363 -0.6583
H -0.6029 -1.8071 -0.8483
C 0.9868 0.4443 1.0299
H 0.9577 -1.6536 -0.1883
*
```

- Energy relative to the best compared isomer or geometry (same formula, charge and spin): 158.8 kJ/mol
- M: 104.2 g/mol

***

3.
This record from the OMol25 dataset describes a cluster of 13 separate species, C23H72N10O13 in total at a distorted geometry. The level of theory is ωB97M-V/def2-TZVPD.

Geometry as ORCA input:
```
! wB97M-V def2-TZVPD RIJCOSX def2/J DEFGRID3
* xyz 0 1
N -3.5817 2.6147 0.5274
H -0.8687 -3.7703 -0.1856
H 1.5183 -3.3473 -2.2856
H 3.4243 1.3037 1.8774
C -2.6007 -3.4493 0.6814
H -3.9057 2.8517 -2.6266
H 2.2253 2.3927 1.8384
H 2.9753 1.6027 -4.0506
C 1.2513 3.4307 -2.3316
H 5.2193 1.1217 -4.6726
H 2.9853 0.7617 -1.8796
H -3.4777 -2.1753 2.2974
H -1.0977 -0.3403 1.8764
H -2.6867 3.1127 0.5984
H 1.5013 1.8987 -1.1006
H 5.2393 -0.4793 -3.8476
C 2.6713 -0.0053 -2.6246
N 0.2973 -2.5333 2.9874
H -1.0637 3.2997 4.3814
N -3.3257 -3.6393 1.7414
C 0.1663 0.0087 0.0934
H 2.3223 3.3747 -0.5736
C 3.5863 -4.5363 1.7704
H 4.4073 -4.1593 -1.1716
H -4.8677 0.0067 -2.8116
H -0.3457 -2.7423 3.7424
C -0.8077 2.2267 2.7094
H -2.3737 -1.9953 -1.8286
H 4.0493 -2.5243 -0.9746
H -3.5597 -0.8293 3.4234
H -3.0577 -4.0833 2.6324
N -3.5467 2.9457 -1.6686
H -4.4057 -3.5373 1.6204
C -0.6317 4.8007 -0.0076
O -5.2407 1.5477 -0.7286
H -4.1737 -1.5773 0.0904
C 0.4073 4.2537 3.3454
H -2.3737 0.3627 -4.4346
C 4.2503 -3.4003 -0.3636
C 2.8253 1.8997 2.5284
H 5.1793 0.9767 -2.8936
C -0.2507 3.0257 3.8514
H 2.4733 -4.4743 -0.7946
H -0.0257 1.8917 2.0374
N 1.4193 4.7357 -2.3966
H -0.0727 -2.5753 2.0034
H 2.7953 -2.6783 1.0104
H 1.6113 -0.1603 -2.6666
H -0.2207 3.0277 -0.4016
H -0.9167 5.4077 -0.8536
O 3.6803 2.7127 3.3414
H -1.1237 0.9327 -3.3656
H 0.5993 -2.0443 0.4684
H -1.4187 1.3977 2.9094
C -4.1607 -0.7873 -2.6606
H -0.0737 -1.7373 -1.0946
N -4.6857 -0.8103 0.6144
C -4.3807 -0.3733 1.7804
H -1.1437 5.2917 0.9144
H 2.2943 1.2137 3.1234
H 0.9953 5.1397 -3.2446
H 0.6933 -4.4723 -3.5206
C -2.7477 -0.3023 -2.4906
H -0.3087 4.8517 2.8244
C 1.3083 -1.7773 3.3514
H 1.2333 4.1027 2.7124
O 3.0583 -0.0443 -4.9156
C -1.1837 -0.0633 0.7984
H 3.9123 -5.5423 1.4304
H 0.7623 4.9567 4.0524
O -3.2157 -2.9643 -0.4786
H -0.7527 -4.2033 1.4624
O -4.7197 0.8987 2.1994
H 1.4793 -1.4053 -1.0166
N -3.8557 -1.2553 2.5544
O 0.4313 2.2547 4.5154
O -1.0407 3.4877 -0.2236
C -2.1847 0.7417 -3.4566
H -1.4787 2.7707 2.0994
H -1.7347 0.8477 0.6414
O 0.5723 2.6707 -3.2856
H -4.3627 -1.3633 -3.5386
H -2.6267 0.0807 -1.4936
H 0.4803 4.8187 0.2204
C 0.5973 -1.3393 -0.3846
H 5.2033 -3.2033 0.1454
N 1.3703 -1.6763 4.6514
H -2.6817 1.6787 -3.5496
H 2.0473 -0.9523 5.0194
H 2.7463 -4.6493 2.4524
H -0.4837 0.3257 -1.5196
H 0.4983 -5.0353 -1.2496
C 4.8043 0.5347 -3.8276
N -1.3187 -3.7073 0.7544
H 1.5253 5.3807 -1.6016
H -1.8117 -0.9103 0.4924
H -0.0577 -2.9423 -3.1976
H 1.1163 1.8857 3.9974
O 0.1463 0.7097 -0.9166
H 0.9223 0.3207 0.7884
H 4.3863 -4.1353 2.3304
O -0.1117 -4.4183 -1.6346
O 2.0313 -1.0043 2.4794
H -4.4307 -1.4343 -1.8626
O -2.0747 -1.3743 -2.5036
O 2.1453 -4.0643 0.0014
C 0.5503 -3.7783 -2.7056
H -3.9977 2.1097 1.2814
H -5.1317 -0.0433 0.1114
H 4.2553 3.3007 2.7544
C 3.1483 -3.6643 0.6354
N 1.8003 2.9007 -1.2386
H 2.4273 0.4937 -5.3516
H 1.1233 -2.5093 5.3124
H -2.5987 3.3057 -1.5986
C -4.1247 2.3357 -0.6446
C 3.2753 0.5917 -3.8516
H 3.0853 -0.9263 -2.2846
*
```

- Energy relative to the best compared isomer or geometry (same formula, charge and spin): 1221.8 kJ/mol
- M: 696.9 g/mol

***

4.
This record from the OMol25 dataset describes the molecule C4H4F4N2 at a distorted geometry. The level of theory is ωB97M-V/def2-TZVPD.

Geometry as ORCA input:
```
! wB97M-V def2-TZVPD RIJCOSX def2/J DEFGRID3
* xyz 0 3
H -1.3429 -0.0577 -1.7328
F 1.3454 0.8332 1.4785
H -2.5866 -0.6680 0.3134
H -0.7320 1.3059 -0.8841
N -0.8867 -1.2858 1.0248
F 2.8564 0.0050 0.1511
F 1.6629 1.6734 -0.4882
H -1.5358 0.4800 1.3476
C -0.8780 0.2253 -0.7112
C 0.6372 -0.3871 -0.3716
F 1.1696 -1.0173 -1.4363
C -1.5925 -0.2248 0.4675
C 1.6644 0.5559 0.2281
N 0.2185 -1.4379 0.6131
*
```

- <S²>: 2.01
- M: 156.1 g/mol
- Electronic energy: -18058.2896 eV

***

5.
This record from the OMol25 dataset describes a cluster of 7 separate species, C28H56O7 in total at a distorted geometry. The level of theory is ωB97M-V/def2-TZVPD.

Geometry as ORCA input:
```
! wB97M-V def2-TZVPD RIJCOSX def2/J DEFGRID3
* xyz 0 1
O 4.2205 -3.8116 -0.1225
H -0.5925 1.5904 -0.9835
H 1.0765 -0.1086 1.8495
H 4.9465 -2.1406 0.7405
C 1.4335 1.4794 -3.9785
C 0.2515 0.5484 1.8675
C 1.1545 1.7354 0.1405
H -3.1665 -1.5306 -0.1505
H -1.8465 -4.0706 -1.8365
O 0.8095 1.7624 1.5135
C -3.7705 1.7574 -2.0855
C -0.6235 0.2164 0.5875
C 0.0165 0.9194 -0.5855
H -4.0995 1.5944 2.2275
C -3.6615 -4.2226 -0.6515
C 4.2695 -2.8326 0.9635
H -3.0855 1.6194 -1.2495
C -2.8385 -2.3986 0.5505
H 2.8615 2.4594 2.7525
H -1.8355 -5.1976 -0.4685
H -0.2285 0.5804 2.8435
H -4.3065 -5.0826 -0.3785
H 4.2215 4.0514 3.9365
C 2.0505 1.5814 -5.3775
H 2.1555 -3.0056 1.2295
H -5.9245 1.6084 3.7615
C -3.1375 2.2764 -3.4125
H 4.4225 0.4474 -2.9405
H -2.4665 -0.4596 4.6625
C 3.3865 0.3914 -3.7455
H 0.7335 2.2194 -3.7245
H -0.9505 -2.4336 -0.2285
C 4.6375 3.0834 3.9375
C 3.6655 2.0894 3.3635
H -5.1015 0.0764 -1.6305
H 5.9945 3.5634 2.2725
C -4.7735 0.6044 -3.7375
O -3.7935 -3.3526 0.4995
H -4.6555 -0.3636 -4.2105
O 5.9855 1.6834 2.8165
C -2.1455 -4.1796 -0.7505
H -6.2005 0.0854 3.6535
H -1.7335 0.2304 0.8235
H -1.1495 -3.6496 1.1435
H 4.6535 0.0464 3.1195
C 3.5975 -3.0246 -1.1855
H -5.2105 0.2624 1.7735
H 3.1035 1.4784 4.1355
H -2.3235 1.1084 3.9325
C -4.3305 0.4524 4.7535
H 1.5375 1.1324 -6.0235
H 3.1345 -3.7026 -1.7945
C -4.3085 0.4504 -2.3185
O -3.7575 1.3814 -4.3845
H -4.6045 -0.2256 5.5505
H 2.5855 -1.1436 -0.7005
H -2.8895 -2.1466 1.5065
H 1.1705 2.7554 -0.1705
C -1.5855 -3.1696 0.1945
H 4.2965 1.0734 1.6265
C 2.5535 -2.1776 -0.5915
C 2.8125 -2.2476 0.8985
H -0.5395 -0.8536 0.5565
O -3.3555 -0.2246 2.8465
H -4.7605 2.4534 -1.8455
C -3.0515 0.2784 4.1065
H -3.1435 3.3394 -3.7055
H 4.4335 -2.5036 -1.6395
H 2.7045 -1.2266 1.3945
H 2.9615 -0.4656 -3.8905
C 3.5115 1.1144 -5.1485
C 4.6315 1.1164 2.6235
C -4.4995 0.6134 2.3945
H 1.9485 2.5724 -5.7345
H 4.3315 1.8974 -4.9885
H -3.8065 -0.4196 -2.4765
H -3.8905 -3.7766 -1.6135
H -5.7975 0.9734 -3.7305
C 5.9245 2.9794 3.2025
O 2.4045 1.1894 -3.0525
C -5.3575 0.6894 3.7445
H 6.8415 3.2334 3.8975
H 4.8905 2.8404 5.1585
H 0.6095 0.7224 -4.3105
H -4.0955 1.2514 5.4765
H -2.0545 1.8984 -3.2545
H 1.5605 -2.5226 -0.8705
H 3.8815 0.6194 -5.8005
H 2.1795 1.4564 -0.0385
H 4.4595 -3.2526 1.8885
H 0.4355 0.2914 -1.4015
*
```

- Energy relative to the best compared isomer or geometry (same formula, charge and spin): 1018.8 kJ/mol
- M: 504.7 g/mol
- SMILES string: C1CCOC1.C1CCOC1.C1CCOC1.C1CCOC1.C1CCOC1.C1CCOC1.C1CCOC1

***

6.
This record from the OMol25 dataset describes a structure of composition C32H27Cl2N9O2S3Ta. The level of theory is ωB97M-V/def2-TZVPD.

Geometry as ORCA input:
```
! wB97M-V def2-TZVPD RIJCOSX def2/J DEFGRID3
* xyz 3 1
N 0.0663 -1.4572 -1.6140
N -0.8886 -1.4924 0.9436
C 1.8111 1.6905 4.0052
H -2.6437 -4.2348 0.1419
H 2.4238 -1.7915 -0.2863
H -0.0589 -0.9133 3.6618
H 2.4303 -0.9851 -3.4206
H -3.8719 2.6296 1.3260
C 3.8831 3.4203 -1.7112
Ta 0.4669 0.1499 -0.0542
N -3.1124 0.1176 -0.5497
H -6.3420 0.6489 -1.3645
N -0.5474 1.0135 -1.5911
C -1.1536 -3.2733 -2.3246
S -0.3153 -2.7957 -3.7228
N -1.5682 1.5908 -3.7170
C 4.3318 0.6652 -1.8255
N 1.7267 -1.7773 0.4609
C 3.8490 -2.6339 3.4450
H -7.2177 2.5609 -0.0645
Cl 4.6400 -1.0347 -1.8375
S -2.3935 -3.0458 2.2677
Cl 6.2137 3.9985 -2.9225
H 1.7030 4.0830 -0.3426
C 2.8550 -0.4551 3.7505
C 0.4432 -1.5344 -2.8873
C -5.3962 0.7791 -0.8604
C 2.6296 0.7139 4.5057
H 3.3444 -3.6350 1.5966
H -3.5536 -1.0787 -2.8558
O 2.2170 0.2796 -0.8487
C -1.3424 -2.4741 0.0689
C -1.0445 1.2919 -2.6282
H -5.9812 3.7483 0.3750
C -2.9758 1.0759 0.3424
H -5.3242 -1.0579 -2.7456
O 0.9524 2.2890 0.0827
H 4.1696 -1.4156 5.1655
C 3.2032 -2.7437 2.1970
C -5.2479 1.7684 0.0810
C 1.2227 1.5098 2.7525
C 2.2155 -0.5673 2.4979
C 2.4070 -1.7304 1.7412
H 1.2272 -0.7073 -4.6790
C 5.0398 2.9318 -2.2848
C -2.1751 -3.3888 0.6180
H 0.5948 2.2917 2.3509
C 5.2686 1.5522 -2.3274
N -2.3930 -0.3537 -5.0496
H -1.8298 -4.1130 -2.3298
C -0.8520 -2.4418 -1.2981
C -1.1197 -0.9257 3.4211
C 2.9314 2.5195 -1.2118
C -4.3032 -0.0351 -1.1584
C 3.6796 -1.5121 4.2053
C -1.3751 -1.6919 2.1654
C -4.4029 -1.1215 -2.1724
S -1.4966 1.4535 1.1598
H -1.4721 0.1002 3.3347
H 4.4774 -3.4423 3.7915
H 3.7165 4.4878 -1.6385
H -1.6386 -1.4025 4.2506
C -6.3100 2.7163 0.5111
C 1.4071 -0.6526 -3.6064
H 3.1063 0.8264 5.4720
H 1.6123 2.6014 4.5511
N -4.0256 1.8870 0.6523
N 1.3942 0.4241 2.0027
C -2.0232 0.5579 -4.4490
H -6.5394 2.5713 1.5690
H 6.1909 1.1761 -2.7510
H -4.3803 -2.0876 -1.6614
C 3.1401 1.1384 -1.2931
H 1.2012 -2.6451 0.3899
C 1.8078 3.0026 -0.4764
H 1.3151 0.3854 -3.2929
*
```

- Energy relative to the best compared isomer or geometry (same formula, charge and spin): 0.0 kJ/mol
- M: 917.7 g/mol

***

7.
This record from the OMol25 dataset describes a cluster of 8 separate species, C14H21F6N7P in total at a distorted geometry. The level of theory is ωB97M-V/def2-TZVPD.

Geometry as ORCA input:
```
! wB97M-V def2-TZVPD RIJCOSX def2/J DEFGRID3
* xyz 0 2
N -5.0166 -9.1412 4.8111
H -1.3203 -8.9341 -0.5931
H -4.4642 -6.1079 -0.0754
H 1.5752 -2.5539 2.7527
C -1.9404 -3.4166 0.1018
H -4.0411 -3.3496 0.6871
F -0.1450 -6.9926 3.0949
F -1.0146 -5.2644 4.4342
H -4.0947 -5.6603 1.6300
C -0.3873 -11.2531 3.1450
H 1.8704 -5.5829 5.8173
H -2.3361 -9.3148 6.4996
P -1.5353 -6.6970 3.9222
H -0.0776 -10.9786 5.2191
N 2.2137 -3.0305 7.7506
C -4.2704 -9.1057 5.7018
C 2.1574 -4.5073 1.8830
F -1.0552 -7.4232 5.2337
H -0.8203 -8.3607 1.0008
H 1.2700 -2.8501 1.0559
N -1.0536 -3.6252 -0.5703
F -1.9871 -6.0119 2.5848
H 0.3062 -3.6645 2.2862
H -3.7306 -9.6582 7.5825
H -1.6478 -10.3736 4.5082
C 2.3310 -4.6085 5.6547
F -2.9376 -6.3252 4.6283
C -1.2921 -9.1857 0.4671
C -0.5661 -10.4520 4.3992
H -3.0241 -3.8355 1.9507
N -6.0091 -8.1996 1.9794
H -3.2886 -7.9908 7.1546
N -0.3195 -11.8658 2.1489
C 2.2861 -3.7368 6.8151
C -4.3244 -6.4737 0.9418
H -0.1387 -9.4986 4.0888
H -0.4833 -9.9164 0.4574
F -2.1414 -8.0688 3.4103
C 1.3124 -3.3299 2.0337
N 2.8234 -5.4216 1.6902
C -3.0261 -3.2090 1.0587
H 1.7205 -4.2563 4.8232
H -2.9008 -2.2076 1.4704
H 3.3319 -4.6857 5.2301
N -3.4072 -10.1877 1.7402
C -3.3434 -9.0168 6.7908
H -3.4359 -7.0889 1.0845
C -2.4783 -9.7128 1.1394
C -5.2843 -7.3871 1.5317
*
```

- Energy relative to the best compared isomer or geometry (same formula, charge and spin): 103.2 kJ/mol
- <S²>: 0.76
- M: 432.3 g/mol

***

8.
This record from the OMol25 dataset describes a cluster of 2 separate species, C26H36N3O2 in total at a distorted geometry. The level of theory is ωB97M-V/def2-TZVPD.

Geometry as ORCA input:
```
! wB97M-V def2-TZVPD RIJCOSX def2/J DEFGRID3
* xyz 1 1
H 1.1677 0.0369 -0.8018
O 0.5738 -7.2400 3.4381
H 3.1585 5.2996 0.3546
C 0.9655 -4.8332 3.7443
C -3.5228 -0.7954 -0.8885
H 1.0276 -7.0019 1.3954
H 3.1995 6.0787 -3.3840
H 2.4570 -6.3300 3.3292
C -5.2021 0.3616 -2.3998
C 1.9876 1.9823 -1.2054
C 4.5297 6.0724 -1.1304
H -5.8477 0.1906 -3.2656
H -3.3780 2.1555 -0.8804
H -1.7451 0.2837 -0.5393
H 3.8760 6.9643 -1.1957
C -4.6137 -0.9753 -1.9400
H -0.8224 -5.4844 0.9260
H -5.3951 -1.6120 -1.5157
C 3.3536 4.0191 -2.7795
H 4.4815 5.1336 -4.2708
H 1.6581 -6.4889 4.9514
H -1.4888 -5.7089 2.5782
C 3.7452 4.9288 -0.4918
C -0.0136 2.9769 0.5025
H -1.8311 1.1137 1.2004
C 3.9901 5.3032 -3.3003
H 4.1084 3.2099 -2.7621
H 4.4808 4.1918 -0.1119
H -4.5491 2.3587 -2.9423
H 0.9783 4.8868 0.2955
H 2.0393 -2.5882 2.4242
N 0.3384 -4.6205 2.4435
H 1.7833 -4.1137 3.8665
H -0.5175 -7.8435 1.8560
H -2.9496 -1.7249 -0.7726
C 0.1622 -7.0095 2.0870
H -5.8330 0.7779 -1.6039
H -4.0014 -0.6045 0.0927
C -4.1082 1.3726 -2.7704
C -0.5575 -0.6325 1.3314
C 0.0735 1.5860 0.2526
H 2.5208 3.7332 -3.4348
O 5.0402 5.7230 -2.4188
H -2.6283 -1.2523 1.4721
H 2.7573 1.5939 -1.8759
H -4.1777 -1.5097 -2.7929
C -1.3114 -2.8956 1.8602
H -0.8374 3.3559 1.1119
C 1.9506 3.3549 -0.8771
C -3.0200 1.5004 -1.7014
H 1.6010 -0.3412 1.4739
H -2.1286 -3.6155 1.9404
H -3.6280 1.0583 -3.7060
H 0.2344 -4.6675 4.5657
C 0.0123 -3.2911 2.1389
C -0.9188 0.6650 0.7921
H -2.1332 1.9981 -2.1216
C -0.5628 -5.6736 1.9738
C 1.0919 1.1071 -0.6041
C -1.5902 -1.5715 1.5669
C 1.5043 -6.2565 3.8877
C 0.7749 -1.0370 1.6212
N 2.8376 4.2888 -1.4388
N -2.5758 0.2463 -1.1548
H 5.4232 6.2913 -0.5280
C 1.0345 -2.3102 2.1056
C 0.9699 3.8283 0.0266
*
```

- Energy relative to the best compared isomer or geometry (same formula, charge and spin): 256.5 kJ/mol
- M: 422.6 g/mol